Here is the ion C5H12NO with charge +1 in a non-equilibrium geometry from the OMol25 dataset. Energies are from wB97M-V/def2-TZVPD.

XYZ file:
```
19
C5H12NO wB97M-V/def2-TZVPD
H 1.30842 -0.08046 2.41953
H -0.85487 2.15846 -0.53730
H -1.88419 0.96482 -2.73311
H 2.47464 -1.44933 1.14803
H 2.19867 -0.22699 -0.04364
H 1.15074 1.80712 0.92339
C -0.51729 1.17756 -0.19442
O 1.02329 -1.89253 -0.27064
C 0.28334 1.16522 1.06210
C 1.67781 -0.95573 0.59634
H -0.86799 -0.88282 -0.50732
N -1.96421 0.29543 -1.96212
C 0.71255 -0.22572 1.51986
H -0.10812 -0.86606 1.83952
H -2.13213 -0.65790 -2.30188
C -1.02239 0.13637 -0.83403
H 1.64952 -2.59510 -0.46722
H -2.88861 0.48285 -1.55204
H -0.23918 1.64480 1.89495
```

Properties
Frontier orbital gap, eV: 9.95
M, g/mol: 102.2
Max |F|, Eh/bohr: 0.0445
SMILES string: [NH3+]/C=C/CCCO
Relative energy (zero: lowest compared OMol25 entry of this formula, charge and spin), kcal per mole: 28.0
Net charge: +1
Highest occupied orbital energy, Eh: -0.49931